1.
{
  "formula": "C4H7NO",
  "method": "ωB97M-V/def2-TZVPD",
  "smiles": "CC(=O)[C@H]1CN1",
  "e_homo_ev": -9.896,
  "e_lumo_ev": 1.0,
  "e_above_lowest_kj_mol": 160.9,
  "species": ["C", "C", "O", "C", "C", "N", "H", "H", "H", "H", "H", "H", "H"],
  "coordinates": [[-0.507, 1.523, 1.199], [-0.479, 0.580, 0.020], [-1.362, 0.594, -0.818], [0.671, -0.368, -0.127], [0.323, -1.733, -0.616], [0.980, -0.791, -1.491], [-0.791, 2.512, 0.834], [0.447, 1.583, 1.729], [-1.281, 1.205, 1.907], [1.527, -0.231, 0.528], [-0.735, -1.935, -0.771], [0.927, -2.577, -0.294], [0.280, -0.364, -2.100]],
  "lowdin_charge": [-0.007, -0.411, 0.066, -0.252, -0.133, 0.035, 0.089, 0.077, 0.092, 0.133, 0.113, 0.103, 0.096]
}

2.
{
  "formula": "C2HBrO2",
  "method": "ωB97M-V/def2-TZVPD",
  "e_homo_ev": [-8.810, -8.813],
  "e_lumo_ev": [-0.9, -0.9],
  "e_above_lowest_kj_mol": 126.7,
  "species": ["C", "C", "O", "O", "Br", "H"],
  "coordinates": [[-0.542, 0.988, -2.129], [0.274, -1.698, -0.460], [0.457, 1.473, -2.152], [-1.539, 0.408, -2.099], [1.922, -1.107, -0.607], [-0.396, -1.028, 0.177]],
  "lowdin_charge": [-0.500, -0.566, 0.223, 0.198, 0.701, -0.056]
}

3.
{
  "formula": "C3H5FN2OS",
  "method": "ωB97M-V/def2-TZVPD",
  "smiles": "ON(/C=N\\S)/C=C/F",
  "e_homo_ev": -8.963,
  "e_lumo_ev": 0.3,
  "e_above_lowest_kj_mol": 568.0,
  "species": ["O", "N", "C", "N", "S", "C", "C", "F", "H", "H", "H", "H", "H"],
  "coordinates": [[-0.626, -0.421, -1.560], [-0.642, -0.741, -0.251], [0.588, 0.027, 0.496], [1.777, 0.062, 0.207], [2.425, -0.045, -1.544], [-1.754, -0.150, 0.485], [-1.485, 0.519, 1.668], [-2.561, 0.840, 2.405], [-0.869, -1.377, -2.007], [0.507, -0.034, 1.634], [1.042, -0.414, -2.155], [-2.795, -0.173, 0.168], [-0.662, 0.904, 2.318]],
  "lowdin_charge": [-0.163, -0.160, -0.280, -0.276, 0.582, -0.043, -0.157, -0.016, 0.206, 0.117, -0.055, 0.123, 0.122]
}

4.
{
  "formula": "C32H28ClCoN3O5S2",
  "method": "ωB97M-V/def2-TZVPD",
  "e_homo_ev": [-6.826, -7.148],
  "multiplicity": 2,
  "s_squared": 0.76,
  "e_lumo_ev": [-0.5, -0.5],
  "e_above_lowest_kj_mol": 0.0,
  "species": ["Co", "Cl", "C", "C", "C", "C", "O", "C", "C", "N", "C", "C", "C", "C", "C", "C", "C", "C", "N", "C", "C", "H", "H", "H", "H", "H", "H", "H", "H", "H", "H", "O", "S", "C", "C", "C", "C", "S", "O", "C", "C", "C", "C", "C", "C", "C", "C", "C", "C", "C", "C", "H", "H", "H", "H", "H", "H", "H", "H", "H", "H", "H", "H", "H", "H", "H", "H", "H", "H", "O", "N", "O"],
  "coordinates": [[0.318, 0.793, 1.091], [-1.843, -3.126, 6.747], [-1.098, -2.388, 5.356], [0.106, -2.914, 4.857], [0.705, -2.352, 3.765], [0.146, -1.225, 3.095], [0.749, -0.766, 2.061], [-1.070, -0.706, 3.623], [-1.739, 0.416, 3.054], [-1.357, 1.070, 2.012], [-2.064, 2.198, 1.552], [-3.233, 2.717, 2.047], [-3.817, 3.856, 1.456], [-3.252, 4.465, 0.373], [-2.051, 3.952, -0.169], [-1.408, 4.492, -1.308], [-0.271, 3.905, -1.777], [0.256, 2.790, -1.096], [-0.297, 2.288, -0.023], [-1.459, 2.833, 0.438], [-1.667, -1.306, 4.754], [0.557, -3.763, 5.354], [1.643, -2.735, 3.386], [-2.650, 0.722, 3.565], [-3.730, 2.267, 2.894], [-4.736, 4.244, 1.875], [-3.711, 5.334, -0.082], [-1.834, 5.360, -1.796], [0.245, 4.281, -2.649], [1.158, 2.306, -1.441], [-2.591, -0.896, 5.145], [1.965, 0.254, -0.060], [3.099, -0.388, -0.771], [2.325, -1.512, -1.973], [1.024, -0.976, -2.554], [0.040, -2.114, -2.841], [-1.395, -1.650, -3.049], [-2.313, -1.212, -1.539], [-1.474, -0.256, -0.758], [-2.185, -2.795, -0.716], [-3.005, -3.839, -1.122], [-2.909, -5.062, -0.478], [-2.011, -5.225, 0.570], [-1.212, -4.166, 0.978], [-1.294, -2.937, 0.334], [3.779, 0.865, -1.866], [4.456, 0.549, -3.039], [5.043, 1.564, -3.778], [4.971, 2.880, -3.338], [4.329, 3.178, -2.147], [3.737, 2.170, -1.397], [2.147, -2.416, -1.386], [3.079, -1.757, -2.720], [1.223, -0.416, -3.471], [0.576, -0.290, -1.836], [0.063, -2.837, -2.021], [0.355, -2.661, -3.735], [-2.008, -2.423, -3.518], [-1.450, -0.756, -3.674], [-3.721, -3.696, -1.924], [-3.543, -5.884, -0.784], [-1.944, -6.177, 1.079], [-0.526, -4.287, 1.807], [-0.682, -2.098, 0.646], [4.544, -0.472, -3.385], [5.562, 1.325, -4.697], [5.434, 3.668, -3.918], [4.299, 4.196, -1.782], [3.267, 2.378, -0.441], [2.996, 2.551, 1.791], [2.254, 2.557, 2.767], [1.102, 2.056, 2.587]],
  "lowdin_charge": [0.550, 0.634, -0.678, -0.100, -0.008, -0.335, -0.104, -0.117, -0.027, 0.044, -0.158, 0.005, -0.065, -0.032, -0.141, 0.002, -0.024, -0.066, 0.068, -0.126, -0.067, 0.105, 0.120, 0.124, 0.106, 0.107, 0.113, 0.120, 0.109, 0.098, 0.112, -0.536, 1.054, -0.310, -0.225, -0.222, -0.319, 0.998, -0.522, -0.395, -0.092, -0.078, -0.073, -0.051, -0.060, -0.358, -0.085, -0.080, -0.079, -0.058, -0.083, 0.092, 0.079, 0.125, 0.073, 0.102, 0.121, 0.087, 0.094, 0.109, 0.105, 0.106, 0.103, 0.093, 0.099, 0.105, 0.104, 0.113, 0.079, -0.144, -0.239, -0.200]
}